Record 1
{
  "formula": "C16H27AsClIrOS3Te",
  "method": "ωB97M-V with the def2-TZVPD basis set",
  "multiplicity": 2,
  "charge": 1,
  "max_force_ev_per_a": 4.2,
  "homo_energy_ha": [-0.3533, -0.3538],
  "s_squared": 0.778,
  "gap_ev": [5.763, 5.593],
  "species": ["Ir", "C", "C", "S", "C", "C", "S", "C", "C", "S", "H", "H", "H", "H", "H", "H", "H", "H", "H", "H", "H", "H", "Cl", "C", "C", "C", "C", "C", "C", "C", "H", "H", "H", "H", "H", "H", "Te", "C", "As", "C", "C", "O", "H", "H", "H", "H", "H", "H", "H", "H", "H"],
  "coordinates": [[0.278, 0.225, 1.058], [-1.769, 3.293, 2.271], [-2.786, 2.348, 1.654], [-2.236, 1.338, 0.232], [-1.817, 2.646, -0.985], [-0.483, 2.410, -1.662], [0.991, 2.292, -0.586], [0.934, 3.849, 0.388], [1.034, 3.647, 1.892], [-0.160, 2.507, 2.686], [-2.180, 3.667, 3.210], [-1.554, 4.144, 1.629], [-3.662, 2.915, 1.334], [-3.103, 1.609, 2.389], [-1.860, 3.603, -0.470], [-2.592, 2.634, -1.754], [-0.291, 3.192, -2.399], [-0.494, 1.435, -2.155], [0.033, 4.385, 0.095], [1.798, 4.437, 0.073], [0.935, 4.613, 2.391], [2.001, 3.212, 2.151], [0.693, -5.796, -0.212], [0.177, -4.353, 0.588], [-1.039, -3.757, 0.242], [-1.449, -2.614, 0.877], [-0.678, -2.030, 1.920], [-1.106, -0.877, 2.625], [0.527, -2.705, 2.284], [0.957, -3.820, 1.612], [-1.658, -4.217, -0.514], [-2.383, -2.151, 0.600], [-0.686, -0.701, 3.606], [-2.138, -0.575, 2.503], [1.092, -2.339, 3.129], [1.885, -4.299, 1.888], [2.714, -0.037, 1.933], [0.399, -3.183, -2.846], [1.121, -1.508, -2.184], [1.228, -0.322, -3.734], [2.917, -1.834, -1.525], [0.146, -0.808, -1.062], [0.909, -3.440, -3.772], [-0.671, -3.076, -3.029], [0.559, -3.972, -2.114], [1.817, -0.789, -4.521], [1.689, 0.626, -3.453], [0.217, -0.135, -4.102], [3.534, -2.248, -2.318], [2.859, -2.538, -0.694], [3.356, -0.901, -1.167]],
  "lowdin_spin": [0.125, 0.001, 0.000, -0.006, -0.001, 0.000, 0.007, 0.001, 0.006, 0.030, 0.001, 0.000, 0.000, 0.000, 0.000, 0.000, 0.000, 0.000, 0.000, 0.000, 0.000, 0.010, -0.002, -0.005, 0.001, -0.004, 0.000, -0.027, 0.002, 0.002, 0.000, 0.000, -0.002, -0.001, 0.000, 0.000, 0.818, 0.000, 0.000, 0.000, 0.020, 0.000, 0.000, 0.000, 0.000, 0.000, 0.000, 0.000, 0.001, 0.006, 0.015]
}

***

Record 2
{
  "formula": "C16H27AsN2Pt",
  "method": "ωB97M-V with the def2-TZVPD basis set",
  "charge": 2,
  "max_force_ev_per_a": 1.8,
  "homo_energy_ha": -0.5644,
  "gap_ev": 6.860,
  "species": ["Pt", "C", "C", "C", "C", "C", "C", "C", "H", "H", "H", "H", "H", "H", "H", "H", "C", "As", "C", "C", "H", "H", "H", "H", "H", "H", "H", "H", "H", "N", "C", "N", "C", "C", "C", "C", "C", "H", "H", "H", "H", "H", "H", "H", "H", "H", "H"],
  "coordinates": [[1.071, -0.652, -1.127], [3.477, 1.602, 1.251], [3.193, 1.018, -0.083], [3.415, -0.354, -0.328], [3.325, -0.870, -1.634], [2.957, -0.014, -2.694], [2.674, 1.334, -2.439], [2.782, 1.835, -1.147], [4.486, 2.021, 1.241], [3.443, 0.854, 2.037], [2.798, 2.417, 1.484], [3.815, -0.977, 0.462], [3.686, -1.871, -1.846], [2.991, -0.381, -3.712], [2.446, 2.001, -3.259], [2.623, 2.888, -0.973], [-1.763, -2.511, -2.733], [-0.304, -1.262, -3.061], [-1.207, 0.356, -3.683], [0.544, -1.951, -4.682], [-2.385, -2.566, -3.630], [-2.385, -2.196, -1.892], [-1.369, -3.505, -2.517], [-1.562, 0.201, -4.705], [-0.528, 1.210, -3.677], [-2.058, 0.583, -3.039], [-0.249, -2.160, -5.403], [1.094, -2.873, -4.490], [1.223, -1.210, -5.110], [0.024, -0.209, 0.577], [-0.779, -0.150, 1.422], [-1.643, -0.124, 2.359], [-1.370, -0.787, 3.624], [-1.490, 0.230, 4.764], [-2.858, 0.895, 4.724], [-3.064, 1.588, 3.384], [-2.908, 0.581, 2.239], [-0.369, -1.221, 3.587], [-2.104, -1.587, 3.764], [-0.703, 0.981, 4.668], [-1.342, -0.297, 5.705], [-2.921, 1.636, 5.522], [-3.645, 0.157, 4.897], [-2.339, 2.396, 3.262], [-4.061, 2.020, 3.323], [-2.946, 1.082, 1.270], [-3.716, -0.157, 2.296]],
  "mulliken_charge": [0.617, -1.749, 1.270, -0.933, -0.617, -0.926, -0.361, -0.364, 0.391, 0.394, 0.409, 0.473, 0.515, 0.745, 0.532, 0.520, -1.018, 0.431, -1.001, -1.129, 0.406, 0.343, 0.381, 0.429, 0.297, 0.367, 0.426, 0.406, 0.376, -0.599, 0.716, 0.041, -0.727, -0.556, -0.629, -0.572, -0.674, 0.443, 0.289, 0.308, 0.334, 0.310, 0.319, 0.305, 0.339, 0.434, 0.288]
}

***

Record 3
{
  "formula": "C16H27BBrF3NO5S",
  "method": "ωB97M-V with the def2-TZVPD basis set",
  "charge": -1,
  "max_force_ev_per_a": 1.2,
  "homo_energy_ha": -0.1730,
  "gap_ev": 7.537,
  "species": ["C", "C", "S", "C", "B", "C", "C", "C", "C", "N", "C", "C", "O", "O", "C", "Br", "C", "C", "C", "C", "F", "F", "F", "C", "C", "O", "O", "O", "H", "H", "H", "H", "H", "H", "H", "H", "H", "H", "H", "H", "H", "H", "H", "H", "H", "H", "H", "H", "H", "H", "H", "H", "H", "H", "H"],
  "coordinates": [[-2.521, -3.898, 1.577], [-1.360, -4.118, 2.559], [-1.085, -2.701, 3.664], [0.351, -1.850, 2.923], [0.089, -0.696, 1.778], [-1.376, 0.037, 1.747], [-2.254, -0.316, 0.541], [-3.250, 0.777, 0.146], [-2.848, 1.516, -1.126], [-2.142, 2.767, -0.842], [-1.281, 3.208, -1.832], [-0.446, 4.404, -1.458], [-1.222, 2.722, -2.950], [1.122, 0.407, 2.127], [1.785, 0.794, 1.045], [1.225, 2.732, 0.620], [1.487, -0.211, -0.122], [2.718, -1.035, -0.563], [4.122, -0.414, -0.517], [4.366, 0.764, -1.410], [4.066, 0.490, -2.707], [3.673, 1.873, -1.057], [5.700, 1.108, -1.378], [0.817, 0.455, -1.327], [0.295, -0.494, -2.371], [-0.467, -1.411, -2.213], [0.802, -0.213, -3.643], [0.624, -1.136, 0.477], [-3.185, -3.155, 2.002], [-3.101, -4.807, 1.448], [-2.153, -3.518, 0.632], [-0.434, -4.295, 2.024], [-1.563, -4.981, 3.180], [1.016, -2.621, 2.535], [0.869, -1.403, 3.766], [-1.982, -0.141, 2.635], [-1.192, 1.112, 1.721], [-2.792, -1.236, 0.747], [-1.629, -0.523, -0.322], [-3.396, 1.471, 0.971], [-4.222, 0.325, -0.038], [-3.741, 1.753, -1.696], [-2.239, 0.849, -1.728], [-1.640, 2.714, 0.039], [-0.563, 5.164, -2.219], [-0.723, 4.801, -0.490], [0.599, 4.114, -1.458], [2.828, 0.933, 1.301], [2.579, -1.442, -1.561], [2.741, -1.877, 0.115], [4.432, -0.179, 0.492], [4.815, -1.173, -0.869], [1.505, 1.132, -1.818], [-0.012, 1.067, -0.984], [0.190, 0.355, -4.114]],
  "mulliken_charge": [-0.901, -0.399, -0.209, -0.819, 0.666, -1.199, 1.238, -1.555, -0.305, -0.371, 1.023, -1.380, -0.653, -0.613, -0.191, -0.296, 2.166, -1.309, -1.164, 0.978, -0.282, -0.220, -0.345, -0.392, -0.275, -0.532, -0.584, -0.944, 0.218, 0.449, 0.110, 0.228, 0.413, 0.169, 0.362, 0.473, 0.189, -0.062, -0.361, 0.477, 0.444, 0.488, 0.243, 0.189, 0.404, 0.352, 0.239, 0.567, 0.433, 0.277, 0.387, 0.435, 0.694, -0.305, 0.357]
}

***

Please write out number 2 again, unchanged.
{
  "formula": "C16H27AsN2Pt",
  "method": "ωB97M-V with the def2-TZVPD basis set",
  "charge": 2,
  "max_force_ev_per_a": 1.8,
  "homo_energy_ha": -0.5644,
  "gap_ev": 6.860,
  "species": ["Pt", "C", "C", "C", "C", "C", "C", "C", "H", "H", "H", "H", "H", "H", "H", "H", "C", "As", "C", "C", "H", "H", "H", "H", "H", "H", "H", "H", "H", "N", "C", "N", "C", "C", "C", "C", "C", "H", "H", "H", "H", "H", "H", "H", "H", "H", "H"],
  "coordinates": [[1.071, -0.652, -1.127], [3.477, 1.602, 1.251], [3.193, 1.018, -0.083], [3.415, -0.354, -0.328], [3.325, -0.870, -1.634], [2.957, -0.014, -2.694], [2.674, 1.334, -2.439], [2.782, 1.835, -1.147], [4.486, 2.021, 1.241], [3.443, 0.854, 2.037], [2.798, 2.417, 1.484], [3.815, -0.977, 0.462], [3.686, -1.871, -1.846], [2.991, -0.381, -3.712], [2.446, 2.001, -3.259], [2.623, 2.888, -0.973], [-1.763, -2.511, -2.733], [-0.304, -1.262, -3.061], [-1.207, 0.356, -3.683], [0.544, -1.951, -4.682], [-2.385, -2.566, -3.630], [-2.385, -2.196, -1.892], [-1.369, -3.505, -2.517], [-1.562, 0.201, -4.705], [-0.528, 1.210, -3.677], [-2.058, 0.583, -3.039], [-0.249, -2.160, -5.403], [1.094, -2.873, -4.490], [1.223, -1.210, -5.110], [0.024, -0.209, 0.577], [-0.779, -0.150, 1.422], [-1.643, -0.124, 2.359], [-1.370, -0.787, 3.624], [-1.490, 0.230, 4.764], [-2.858, 0.895, 4.724], [-3.064, 1.588, 3.384], [-2.908, 0.581, 2.239], [-0.369, -1.221, 3.587], [-2.104, -1.587, 3.764], [-0.703, 0.981, 4.668], [-1.342, -0.297, 5.705], [-2.921, 1.636, 5.522], [-3.645, 0.157, 4.897], [-2.339, 2.396, 3.262], [-4.061, 2.020, 3.323], [-2.946, 1.082, 1.270], [-3.716, -0.157, 2.296]],
  "mulliken_charge": [0.617, -1.749, 1.270, -0.933, -0.617, -0.926, -0.361, -0.364, 0.391, 0.394, 0.409, 0.473, 0.515, 0.745, 0.532, 0.520, -1.018, 0.431, -1.001, -1.129, 0.406, 0.343, 0.381, 0.429, 0.297, 0.367, 0.426, 0.406, 0.376, -0.599, 0.716, 0.041, -0.727, -0.556, -0.629, -0.572, -0.674, 0.443, 0.289, 0.308, 0.334, 0.310, 0.319, 0.305, 0.339, 0.434, 0.288]
}